DFT (ωB97M-V/def2-TZVPD) results for C38H51N6O7Rb as an isolated structure in a non-equilibrium geometry.

Each line ends with the Mulliken charge.
Atoms and positions in Å:
1 Rb -0.646 0.029 0.158  0.84
2 O 2.588 -1.138 3.603  -0.81
3 O -1.555 3.390 4.908  -0.42
4 O -3.239 3.684 6.408  -0.47
5 O -3.498 1.004 0.876  -0.36
6 O 1.317 1.649 1.725  -0.56
7 O -5.713 1.057 1.242  -0.79
8 O 1.228 -1.011 1.787  -0.15
9 N -2.006 2.658 -2.049  0.49
10 N -2.048 -4.597 -0.110  -0.21
11 N 4.643 -2.302 0.035  0.20
12 N 0.209 -3.463 1.195  0.87
13 N 0.181 -4.846 -1.559  -0.14
14 N 6.507 -3.337 -1.232  -0.77
15 C -0.937 -3.798 2.034  -0.77
16 C 2.185 1.055 2.662  1.97
17 C -0.554 -6.038 -1.356  -0.93
18 C 1.879 1.633 4.014  -1.90
19 C -1.548 -5.939 -0.148  -0.56
20 C -2.075 -2.044 -4.157  -1.09
21 C -5.265 2.657 3.501  -0.44
22 C 5.672 -2.794 -0.624  0.67
23 C 3.690 1.430 2.333  -1.68
24 C -4.535 1.298 1.524  0.09
25 C 1.979 -0.520 2.708  -0.19
26 C 2.207 2.156 -2.476  -0.85
27 C 3.123 3.948 -5.605  -0.24
28 C -1.098 3.814 -2.143  -1.03
29 C 2.876 4.479 -2.950  -0.50
30 C -2.739 3.065 4.296  0.83
31 C 1.351 -4.632 -0.701  -1.03
32 C 2.676 2.945 -4.748  -0.70
33 C -2.061 0.276 -3.009  0.43
34 C -4.237 2.256 2.677  -0.13
35 C -1.768 -0.604 -4.070  -0.51
36 C -3.783 3.417 5.142  1.11
37 C 3.320 5.491 -3.839  -0.40
38 C 3.529 5.215 -5.186  -0.56
39 C 1.815 1.453 -1.559  -0.46
40 C 2.511 3.227 -3.372  0.87
41 C -3.200 -1.594 -1.968  -0.82
42 C 4.072 -1.110 -0.646  -0.38
43 C -1.460 1.618 -3.083  -0.91
44 C -2.816 -0.280 -1.950  0.31
45 C 4.758 -2.043 1.533  -0.56
46 C -2.878 -2.505 -3.055  -0.38
47 C 1.095 -4.514 0.815  -0.51
48 C -1.827 3.377 6.253  -0.21
49 C -3.364 3.101 -2.462  -1.07
50 C -2.247 -3.903 1.237  -0.24
51 C -5.096 3.248 4.754  -1.02
52 C -2.918 2.493 3.062  -0.94
53 H -0.053 3.459 -1.869  -0.05
54 H 1.969 -5.508 -0.905  0.30
55 H 1.840 -3.724 -1.015  0.37
56 H -1.473 2.028 -4.070  0.43
57 H 2.037 0.778 4.696  0.37
58 H 5.519 -1.280 1.678  0.38
59 H -1.903 -2.668 -5.092  0.31
60 H -3.898 3.404 -1.587  0.21
61 H 2.559 2.424 4.238  0.47
62 H -1.448 4.649 -1.593  0.48
63 H 3.597 6.442 -3.432  0.38
64 H 2.939 4.672 -1.926  0.48
65 H 0.033 -6.880 -1.133  0.34
66 H 1.594 1.608 0.814  -0.02
67 H -1.022 -6.170 0.758  0.23
68 H -3.876 -1.919 -1.144  0.44
69 H -3.240 -3.461 -2.869  0.41
70 H -2.100 2.116 2.420  0.58
71 H 0.411 -4.573 -2.515  0.23
72 H 3.568 -0.478 0.126  -0.33
73 H -2.990 -4.490 1.795  0.44
74 H -1.184 -0.139 -4.943  0.19
75 H -0.393 1.472 -2.832  -0.02
76 H -2.580 -2.841 0.890  -0.11
77 H -6.246 2.473 3.074  0.43
78 H -1.171 4.167 6.715  0.21
79 H 4.236 0.826 1.579  0.26
80 H -1.146 -6.303 -2.194  0.52
81 H 0.834 1.920 4.078  0.31
82 H 3.834 6.066 -5.849  0.29
83 H 2.448 1.937 -5.165  0.33
84 H -2.376 -6.678 -0.198  0.45
85 H 0.744 -5.510 1.135  0.36
86 H -5.941 3.429 5.435  0.34
87 H 0.742 -2.660 1.588  -0.38
88 H -1.503 2.449 6.760  0.25
89 H 3.722 2.428 1.853  0.35
90 H 2.105 -4.454 1.281  0.40
91 H -3.234 0.162 -1.054  1.02
92 H 4.850 -0.512 -1.091  0.39
93 H -3.900 2.200 -2.904  0.34
94 H -0.731 -4.760 2.589  0.29
95 H -1.278 -4.034 -0.398  -0.02
96 H -3.285 3.877 -3.249  0.38
97 H 3.064 3.712 -6.629  0.37
98 H 4.231 1.337 3.294  0.43
99 H 3.144 -1.455 -1.159  0.07
100 H -1.044 -3.068 2.819  0.44
101 H 3.802 -1.778 1.930  -0.11
102 H -1.135 4.190 -3.178  0.44
103 H 5.028 -2.999 2.025  0.32

LUMO level: 3.8 eV
total energy: -2357.78162 Ha
HOMO-LUMO gap: 7.190 eV
energy relative to the best compared isomer or geometry (same formula, charge and spin): 0.0 kJ/mol
E_HOMO: -3.421 eV
net charge: -2

DFT (ωB97M-V/def2-TZVPD) results for C38H52AsGeN4O3PbS as an isolated structure.

Each line ends with the natural charge from an NBO analysis.
Atoms and positions in Å:
1 Pb -0.024 -0.156 1.047  1.36
2 As -2.417 -1.351 -0.451  1.18
3 Ge 2.956 1.180 -1.042  2.45
4 S 0.509 -2.722 1.739  -0.26
5 O 1.494 1.830 -1.636  -0.93
6 O 3.416 -0.297 -1.721  -0.93
7 O 3.061 1.496 0.629  -0.95
8 N -1.153 1.759 2.138  -0.58
9 N -0.857 -1.854 3.902  -0.43
10 N -1.011 -0.618 3.322  -0.36
11 N 0.043 -3.940 4.015  -0.71
12 C -1.052 2.966 1.583  0.07
13 C 1.125 2.032 -3.075  0.28
14 C -3.409 -2.133 0.969  -0.29
15 C 4.747 -1.008 -1.864  0.31
16 C -2.138 3.981 3.439  -0.10
17 C -4.815 1.810 -2.858  -0.09
18 C -4.993 -2.006 2.768  -0.19
19 C -0.184 2.792 -3.015  -0.63
20 C -3.335 -0.005 -1.395  -0.28
21 C 5.646 -0.605 -0.721  -0.66
22 C 0.960 0.674 -3.728  -0.64
23 C 4.373 -2.474 -1.817  -0.63
24 C -1.868 -2.707 -1.653  -0.44
25 C -0.519 -2.884 -1.949  -0.21
26 C 3.033 3.868 1.148  -0.64
27 C 3.782 2.576 1.396  0.30
28 C -4.066 -4.142 2.106  -0.18
29 C -1.709 0.261 3.949  0.34
30 C -4.723 1.954 -1.469  -0.18
31 C -0.139 -2.836 3.315  0.35
32 C -3.288 -3.517 1.144  -0.21
33 C -2.475 -4.489 -3.130  -0.19
34 C -2.246 2.715 4.018  -0.18
35 C -0.155 -3.881 -2.844  -0.18
36 C 2.232 2.848 -3.711  -0.65
37 C -4.231 -1.367 1.809  -0.24
38 C -3.968 1.066 -0.735  -0.22
39 C -2.433 0.034 5.239  -0.71
40 C 5.303 -0.600 -3.210  -0.64
41 C -1.529 4.111 2.207  -0.20
42 C -1.730 1.628 3.343  0.12
43 C -3.372 -0.111 -2.798  -0.21
44 C -4.141 0.785 -3.516  -0.18
45 C 5.213 2.648 0.914  -0.64
46 C -2.858 -3.501 -2.235  -0.15
47 C -4.915 -3.392 2.913  -0.13
48 C -1.130 -4.679 -3.427  -0.14
49 C 3.689 2.124 2.837  -0.63
50 H -0.842 -5.459 -4.119  0.26
51 H 4.614 -0.855 -4.016  0.23
52 H -0.049 3.767 -2.545  0.23
53 H 5.900 0.457 -0.781  0.21
54 H 6.244 -1.121 -3.387  0.26
55 H -0.285 -4.060 4.963  0.43
56 H 1.975 3.109 -4.738  0.27
57 H 1.994 3.787 1.474  0.20
58 H 3.167 2.273 -3.753  0.21
59 H -4.222 0.685 -4.591  0.26
60 H 3.503 4.681 1.703  0.26
61 H 4.172 2.859 3.481  0.26
62 H 2.401 3.774 -3.160  0.23
63 H -2.526 4.848 3.959  0.27
64 H -3.907 -3.357 -2.004  0.23
65 H 5.510 0.473 -3.245  0.21
66 H -2.713 2.608 4.986  0.26
67 H -0.938 2.223 -2.464  0.20
68 H 0.248 -2.262 -1.499  0.20
69 H -0.580 3.015 0.605  0.22
70 H 5.183 -0.817 0.245  0.22
71 H 3.658 -2.713 -2.604  0.22
72 H -4.021 -5.217 2.217  0.26
73 H -3.372 0.584 5.241  0.28
74 H -1.190 -1.982 4.847  0.42
75 H -1.417 5.077 1.732  0.27
76 H -0.555 2.953 -4.027  0.25
77 H 5.743 3.438 1.446  0.27
78 H -5.251 2.759 -0.975  0.25
79 H 3.051 4.143 0.090  0.22
80 H -4.322 -0.297 1.686  0.22
81 H 1.884 0.094 -3.694  0.23
82 H -2.627 -4.102 0.519  0.25
83 H 5.267 -3.076 -1.979  0.26
84 H 3.956 -2.741 -0.844  0.21
85 H -2.687 -1.009 5.416  0.24
86 H -3.229 -5.110 -3.595  0.26
87 H 2.644 2.042 3.148  0.20
88 H -5.527 -3.889 3.656  0.26
89 H -3.884 1.196 0.336  0.21
90 H 5.741 1.712 1.085  0.24
91 H 4.188 1.166 2.980  0.23
92 H 0.689 0.801 -4.776  0.26
93 H 5.256 2.901 -0.154  0.20
94 H 0.579 -4.698 3.617  0.45
95 H -5.405 2.515 -3.429  0.26
96 H 6.583 -1.158 -0.777  0.27
97 H -1.838 0.399 6.081  0.29
98 H -2.843 -0.903 -3.310  0.25
99 H 0.169 0.098 -3.238  0.20
100 H -5.675 -1.436 3.386  0.25
101 H 0.888 -4.037 -3.086  0.24

LUMO level (spin up / spin down): -11.2 / -13.9 eV
total energy: -6826.31804 Ha
HOMO-LUMO gap (spin up / spin down): 7.475 / 4.920 eV
energy relative to the best compared isomer or geometry (same formula, charge and spin): 0.0 kJ/mol
2S+1: 2
E_HOMO (spin up / spin down): -18.683 / -18.793 eV
net charge: +4

DFT (ωB97M-V/def2-TZVPD) results for C38H52BCeFN9O3S3 as an isolated structure in a non-equilibrium geometry.

Each line ends with the Mulliken charge.
Atoms and positions in Å:
1 Ce -2.048 -0.904 0.744  -0.13
2 S -3.861 -2.183 -0.984  -0.25
3 S -1.045 0.945 -1.151  -0.07
4 S -3.857 1.122 1.392  -0.26
5 F 4.177 2.851 0.731  -0.34
6 O -1.184 -2.445 2.188  -0.57
7 O 0.221 -0.061 1.471  -0.86
8 O -0.730 -2.539 0.041  -0.20
9 N -2.410 -1.848 -3.366  0.59
10 N 6.492 1.201 1.043  0.18
11 N 3.454 -2.598 1.256  0.06
12 N -3.469 2.193 -1.478  0.12
13 N -5.282 0.492 -0.872  -0.12
14 N -1.934 3.549 -0.695  0.50
15 N -3.495 -0.071 -2.658  0.24
16 N -6.226 -0.242 0.971  0.59
17 N 8.701 1.453 2.308  -0.12
18 C 3.681 -1.230 1.205  -0.18
19 C -6.462 -0.114 -1.213  -1.43
20 C 8.767 0.362 1.280  -0.78
21 C -2.146 -4.301 -2.725  -1.84
22 C -0.359 -2.551 1.253  1.25
23 C -1.999 -3.555 -5.071  -1.63
24 C -0.688 4.154 -0.127  1.34
25 C -7.797 -1.448 2.419  -2.18
26 C -0.403 3.514 1.232  -1.02
27 C -3.183 -1.351 -2.350  0.16
28 C -6.741 0.643 3.230  -1.54
29 C -0.928 5.648 0.083  -2.18
30 C 4.045 1.535 0.962  0.22
31 C 4.462 -3.649 1.128  -0.23
32 C 6.789 2.614 1.289  -0.73
33 C -4.046 3.425 -1.301  -1.53
34 C 7.570 0.542 0.325  -0.56
35 C -0.198 -2.891 -3.459  -1.30
36 C -5.145 0.413 0.467  0.09
37 C 5.682 -3.587 0.260  -0.53
38 C -3.109 4.260 -0.819  -0.09
39 C 2.789 1.032 1.093  -0.70
40 C -7.046 -0.569 -0.084  0.02
41 C 8.273 2.742 1.683  -0.76
42 C 5.183 0.704 1.037  -1.32
43 C -2.220 -0.831 -4.275  0.00
44 C 2.182 -3.048 1.342  0.03
45 C -2.180 2.263 -1.082  0.14
46 C 4.963 -0.663 1.142  -0.01
47 C 1.097 -2.244 1.443  -0.70
48 C -1.700 -3.152 -3.622  1.06
49 C -2.885 0.252 -3.840  -1.61
50 C -5.367 -1.485 2.956  -1.37
51 C 0.486 4.000 -1.101  -1.66
52 C 5.823 -3.663 1.757  -0.52
53 C -6.513 -0.622 2.395  1.20
54 C 1.228 -0.821 1.407  1.56
55 C 2.580 -0.345 1.243  0.62
56 B -4.362 1.036 -1.995  1.10
57 H 0.348 -3.822 -3.609  0.48
58 H -2.975 1.234 -4.272  0.63
59 H 1.348 4.542 -0.712  0.49
60 H -3.074 -3.613 -5.242  0.40
61 H 1.927 1.685 1.056  0.73
62 H -6.968 0.361 4.258  0.46
63 H 2.059 -4.122 1.332  0.47
64 H 7.993 1.199 3.000  0.37
65 H 0.225 4.426 -2.071  0.40
66 H 6.168 -2.809 2.320  0.14
67 H -8.020 -1.706 3.452  0.47
68 H 8.914 2.919 0.822  0.36
69 H 5.832 -1.294 1.188  0.40
70 H -1.667 -5.212 -3.083  0.56
71 H -3.200 5.300 -0.572  0.57
72 H 8.735 -0.594 1.798  0.44
73 H 0.019 -2.515 -2.464  0.12
74 H 6.161 2.971 2.102  0.52
75 H -5.080 3.605 -1.538  0.66
76 H -6.791 -0.176 -2.235  0.65
77 H -1.572 -4.538 -5.257  0.47
78 H -5.867 1.288 3.234  0.33
79 H 3.974 -4.611 1.133  0.47
80 H 5.917 -2.670 -0.259  0.19
81 H -8.641 -0.873 2.037  0.52
82 H -1.239 3.684 1.914  0.37
83 H 9.711 0.442 0.745  0.39
84 H -7.700 -2.374 1.850  0.50
85 H 7.261 -0.423 -0.066  0.38
86 H 7.868 1.151 -0.535  0.33
87 H 8.414 3.558 2.387  0.40
88 H -0.009 6.091 0.461  0.45
89 H 0.490 3.967 1.665  0.55
90 H 9.593 1.546 2.794  0.36
91 H -5.744 -2.096 3.775  0.53
92 H -7.978 -1.087 0.034  0.59
93 H -5.071 1.484 -2.845  -0.12
94 H -4.981 -2.162 2.185  0.22
95 H -1.854 -4.151 -1.692  0.21
96 H -1.640 -0.956 -5.170  0.61
97 H 6.602 3.247 0.418  0.38
98 H -1.177 6.147 -0.855  0.51
99 H 6.136 -4.602 2.191  0.37
100 H 5.906 -4.469 -0.323  0.34
101 H -1.714 5.832 0.815  0.50
102 H 0.153 -2.159 -4.188  0.36
103 H 0.759 2.960 -1.243  0.29
104 H -1.562 -2.868 -5.794  0.44
105 H -7.586 1.205 2.832  0.41
106 H -4.564 -0.870 3.352  0.27
107 H -3.224 -4.446 -2.771  0.46
108 H -0.247 2.444 1.139  -0.15

LUMO level (spin up / spin down): -8.6 / -8.6 eV
total energy: -3991.53292 Ha
HOMO-LUMO gap (spin up / spin down): 5.993 / 5.983 eV
E_HOMO (spin up / spin down): -14.558 / -14.558 eV
net charge: +3

DFT (ωB97M-V/def2-TZVPD) results for a 16-piece molecular cluster, C38H52FN18O2S overall in a non-equilibrium geometry.

Each line ends with the Mulliken charge.
Atoms and positions in Å:
1 S 0.712 -1.061 -3.821  1.40
2 F 0.623 0.279 -4.812  -0.22
3 O 0.217 -0.845 -2.414  -0.44
4 O 2.184 -1.421 -3.700  -0.55
5 N -4.722 1.622 4.204  -0.50
6 N -6.265 -0.134 0.443  -0.59
7 N -2.866 4.211 1.110  -0.49
8 N 1.368 -1.405 6.600  -0.47
9 N 4.415 -2.359 2.159  -0.46
10 N 6.635 -4.291 5.718  -0.49
11 N 0.839 6.286 0.565  -0.43
12 N -3.492 -5.772 -1.114  -0.40
13 N 6.793 -3.374 -3.969  -0.39
14 N -6.856 -1.491 7.389  -0.44
15 N 1.720 6.488 -3.518  -0.48
16 N 1.125 3.689 8.443  -0.41
17 N 4.648 3.882 -5.321  -0.43
18 N 0.402 -3.633 -5.381  0.02
19 N -1.000 -7.264 -7.474  -0.55
20 N -1.940 -4.132 -5.196  0.11
21 N -3.996 -1.607 -1.574  -0.39
22 N 2.203 1.443 2.051  -0.45
23 C 2.152 6.937 -4.525  0.47
24 C -2.061 -7.057 -7.963  0.49
25 C -2.911 -2.214 -2.264  -0.26
26 C 2.294 0.293 -0.370  -0.37
27 C 1.251 8.575 -0.774  -0.71
28 C -3.845 -1.412 -4.755  -0.41
29 C 3.679 3.604 -4.701  0.26
30 C -0.657 -4.553 -5.747  -0.23
31 C 2.243 0.938 0.982  0.11
32 C -7.236 0.664 4.036  -0.71
33 C -1.751 3.940 0.815  0.37
34 C 1.712 0.922 5.310  -0.52
35 C 6.512 -4.513 8.391  -0.75
36 C -2.364 -6.014 -1.414  0.34
37 C -0.946 -6.333 -1.789  -0.52
38 C 1.520 -0.377 6.035  0.28
39 C 2.112 4.731 6.170  -0.70
40 C 1.560 4.147 7.441  0.35
41 C 4.291 -2.582 4.833  -0.36
42 C -4.275 1.595 0.958  -0.90
43 C 2.450 3.251 -3.916  -0.27
44 C 6.581 -4.389 6.897  0.45
45 C -4.856 0.228 7.934  -0.66
46 C -5.835 1.196 4.133  0.46
47 C 1.021 7.296 -0.025  0.39
48 C -0.105 -2.524 -4.573  -0.59
49 C -2.833 -2.148 -3.805  0.32
50 C 6.298 -2.554 -3.273  0.18
51 C 5.672 -1.514 -2.391  -0.34
52 C -5.971 -0.730 7.629  0.36
53 C -1.595 -2.904 -4.497  0.30
54 C 4.360 -2.458 3.339  0.38
55 C 2.700 7.506 -5.800  -0.78
56 C -4.960 -0.962 -2.394  -0.10
57 C -0.338 3.597 0.443  -0.46
58 C -3.401 -6.794 -8.584  -0.77
59 C -5.391 0.634 0.670  0.36
60 C -5.023 -0.761 -3.928  -0.54
61 H 0.595 9.356 -0.385  0.30
62 H 1.039 8.427 -1.834  0.16
63 H 1.477 0.665 -0.990  0.18
64 H -5.854 -0.503 -1.818  0.35
65 H 5.995 -0.519 -2.702  0.29
66 H 0.338 3.889 1.246  0.31
67 H 1.882 7.853 -6.434  0.29
68 H 5.970 -1.677 -1.354  0.31
69 H 2.738 1.270 5.438  0.25
70 H 2.289 8.891 -0.658  0.26
71 H -3.761 -1.367 -5.888  0.38
72 H -0.273 -6.036 -0.982  0.28
73 H -4.402 0.575 7.004  0.20
74 H 5.298 -2.665 5.247  0.10
75 H -7.486 0.468 2.992  0.23
76 H 1.296 5.081 5.536  0.26
77 H 2.694 3.183 -2.854  0.18
78 H -3.311 -6.017 -9.346  0.29
79 H 3.360 8.346 -5.578  0.27
80 H 7.519 -4.596 8.803  0.28
81 H 1.029 1.676 5.707  0.33
82 H -0.615 -5.497 -6.390  0.36
83 H -0.672 -5.794 -2.698  0.01
84 H 3.265 6.740 -6.335  0.27
85 H -4.096 -0.269 8.539  0.28
86 H 6.025 -3.633 8.814  0.27
87 H 1.512 0.785 4.246  0.18
88 H -3.780 -7.706 -9.048  0.31
89 H 2.768 5.571 6.402  0.31
90 H -5.243 1.087 8.484  0.25
91 H -2.874 -4.562 -5.263  0.33
92 H -7.940 1.394 4.441  0.28
93 H -0.840 -7.405 -1.964  0.33
94 H 2.682 3.973 5.629  0.22
95 H 3.720 -3.470 5.107  0.27
96 H 1.387 -3.744 -5.692  0.30
97 H 3.244 0.523 -0.856  0.22
98 H 4.584 -1.574 -2.463  -0.04
99 H 2.199 -0.790 -0.270  0.33
100 H 3.804 -1.701 5.256  0.00
101 H -2.125 -2.775 -1.634  0.38
102 H -0.056 4.124 -0.469  0.18
103 H -4.107 -6.464 -7.820  0.27
104 H -3.508 1.103 1.557  0.33
105 H 5.941 -5.402 8.663  0.27
106 H -0.250 2.521 0.276  0.11
107 H -7.318 -0.264 4.605  0.24
108 H -4.658 2.455 1.509  0.42
109 H 1.687 4.018 -4.057  0.26
110 H -5.879 -0.206 -4.465  0.35
111 H 2.056 2.291 -4.253  -0.01
112 H -3.831 1.940 0.024  0.36

LUMO level: -5.1 eV
total energy: -3112.62033 Ha
HOMO-LUMO gap: 7.280 eV
energy relative to the best compared isomer or geometry (same formula, charge and spin): 841.7 kJ/mol
E_HOMO: -12.391 eV
net charge: +1